A 10-piece molecular cluster, C51H127N7O19 overall at a distorted geometry, computed with ωB97M-V/def2-TZVPD.

Positions of all 204 atoms, in Å:
C -5.13308 2.94265 -1.00164
C -4.67781 4.30656 -0.43684
C -5.45233 5.42641 -1.10917
C -5.17597 4.24875 1.08120
C -4.60633 5.45962 1.88335
C -3.10863 5.58601 1.83113
C -2.48718 5.38759 0.41418
C -2.55284 6.87489 -0.28074
C -1.02179 4.88853 0.61278
N -3.22711 4.43912 -0.47061
O -2.64906 4.28173 -1.68873
H -4.64099 2.14370 -0.44699
H -6.20650 2.75503 -0.97568
H -4.87462 2.91568 -2.06021
H -6.49256 5.18402 -1.32655
H -5.56296 6.33130 -0.51164
H -4.91647 5.67433 -2.02541
H -6.25840 4.37698 1.08218
H -4.90747 3.28801 1.52050
H -5.01242 6.40747 1.53013
H -4.83543 5.30459 2.93767
H -2.68452 4.92494 2.58692
H -2.79692 6.55356 2.22456
H -3.51955 7.32633 -0.50382
H -2.04653 6.75064 -1.23798
H -1.94769 7.60405 0.25798
H -1.01681 3.93313 1.13746
H -0.31946 5.60732 1.03488
H -0.56389 4.85254 -0.37572
H -2.36765 3.36394 -1.68044
C -5.58062 -4.29343 3.08502
O -4.44324 -4.22422 3.92282
C -3.31401 -4.78128 3.38798
C -2.03307 -4.17757 4.07243
N -1.89873 -2.75285 3.60178
C -0.98517 -2.06987 4.51153
C -0.79837 -0.60740 3.98396
O -2.08821 0.00759 3.86476
C -1.94487 1.39491 3.65541
H -5.76108 -5.25961 2.61383
H -5.47844 -3.72993 2.15759
H -6.45685 -3.93063 3.62234
H -3.20948 -4.56595 2.32459
H -3.36756 -5.86866 3.33475
H -1.17389 -4.67872 3.62660
H -1.99329 -4.43687 5.13039
H -2.82428 -2.36022 3.69820
H -0.08186 -2.67926 4.53908
H -1.47020 -1.88247 5.46951
H -0.40266 -0.65062 2.96925
H 0.03181 -0.08825 4.46292
H -2.89818 1.92239 3.68794
H -1.42989 1.61659 2.72066
H -1.50790 1.81378 4.56189
C -7.74937 -4.50684 -1.01996
O -6.76968 -4.04750 -1.97570
C -5.53981 -4.76169 -1.65602
C -4.32873 -4.21713 -2.53226
N -4.43667 -2.78750 -2.66925
C -3.30370 -2.31207 -3.43578
C -3.36678 -0.81718 -3.41131
O -2.15327 -0.31015 -4.04441
C -2.07435 1.07589 -4.11654
H -8.25533 -5.38283 -1.42586
H -8.50643 -3.73787 -0.86617
H -7.44612 -4.69710 0.00957
H -5.56158 -5.82387 -1.89974
H -5.26648 -4.63047 -0.60903
H -4.36167 -4.63408 -3.53883
H -3.43333 -4.44403 -1.95359
H -5.39758 -2.58069 -2.90160
H -3.38432 -2.83318 -4.38974
H -2.34951 -2.57263 -2.97782
H -3.41135 -0.53929 -2.35827
H -4.25353 -0.43313 -3.91556
H -1.21672 1.44803 -4.67697
H -2.16390 1.54879 -3.13856
H -2.96251 1.34160 -4.68983
C 6.40469 7.33362 5.21552
O 6.19035 6.32900 4.22675
C 6.10029 6.98280 2.94608
C 5.58026 5.94355 1.90895
N 4.20291 5.46983 2.21494
C 3.54491 4.74689 1.13619
C 4.17194 3.37400 0.94633
O 3.49742 2.74764 -0.19976
C 3.84172 1.40520 -0.45156
H 6.35652 6.75915 6.14059
H 5.62979 8.10017 5.22171
H 7.42504 7.69603 5.09040
H 7.13386 7.25218 2.72864
H 5.43420 7.84519 2.91947
H 6.26145 5.09367 1.86665
H 5.50141 6.49319 0.97098
H 3.63324 6.14091 2.71013
H 3.59364 5.33563 0.22015
H 2.50015 4.69655 1.44286
H 3.99791 2.82014 1.86886
H 5.24565 3.22785 0.82840
H 3.46774 1.06380 -1.41680
H 3.44775 0.81654 0.37691
H 4.91538 1.39121 -0.63903
C 4.23741 2.23402 -4.36372
O 3.06828 2.96863 -4.65857
C 1.87548 2.64735 -3.88630
C 0.73020 3.56120 -4.39880
N 0.96508 4.98319 -4.46657
C 0.84807 5.70533 -3.16864
C 2.15093 5.67184 -2.39842
O 3.01594 6.64914 -3.08575
C 4.37288 6.44137 -2.61550
H 4.50025 2.37711 -3.31561
H 4.93269 2.58816 -5.12483
H 4.07544 1.16804 -4.52355
H 1.99996 2.67286 -2.80373
H 1.53562 1.65458 -4.18125
H -0.18475 3.39017 -3.83159
H 0.49438 3.20504 -5.40161
H 1.92875 5.10258 -4.74437
H 0.00522 5.51387 -2.50452
H 0.56475 6.67537 -3.57711
H 2.60666 4.68178 -2.41257
H 2.01676 5.98503 -1.36304
H 5.05108 6.71297 -3.42444
H 4.57265 5.42533 -2.27512
H 4.56689 7.08296 -1.75596
C 5.09025 -6.57609 -5.63273
O 4.31833 -5.50599 -5.21579
C 3.03625 -5.75184 -4.75545
C 2.40735 -4.63189 -3.96557
N 1.07487 -5.08790 -3.48875
C 0.64516 -4.24707 -2.37004
C -0.71591 -4.73623 -1.87308
O -0.66789 -6.04031 -1.22679
C -0.02590 -6.00699 0.08664
H 5.96687 -6.18475 -6.14895
H 4.55705 -7.38168 -6.13755
H 5.38429 -7.06269 -4.70275
H 3.12604 -6.60491 -4.08291
H 2.50130 -6.09187 -5.64218
H 2.35276 -3.78656 -4.65153
H 3.05567 -4.32366 -3.14535
H 0.98079 -6.04126 -3.16884
H 0.53934 -3.21311 -2.69841
H 1.36431 -4.27606 -1.55145
H -1.40140 -4.72751 -2.72050
H -1.24412 -4.01952 -1.24425
H 0.97830 -5.78773 -0.27613
H -0.11970 -6.94927 0.62646
H -0.52474 -5.25522 0.69828
C 1.99036 -2.82713 2.17326
O 2.61581 -3.10598 3.41344
C 2.38305 -4.46006 3.79369
C 3.39469 -4.99878 4.83018
N 3.32174 -4.27290 6.06815
C 4.46750 -4.66382 6.90499
C 4.66167 -3.66613 8.09428
O 5.17274 -2.44125 7.51895
C 5.52568 -1.46145 8.50209
H 2.30005 -1.82076 1.89147
H 0.92796 -2.71187 2.38806
H 2.16074 -3.43420 1.28414
H 2.41341 -5.14320 2.94487
H 1.35292 -4.46812 4.14988
H 4.34695 -4.84242 4.32339
H 3.38874 -6.08632 4.90309
H 3.25511 -3.27369 5.93687
H 5.37798 -4.75216 6.31226
H 4.29660 -5.70323 7.18522
H 5.40436 -4.10467 8.76076
H 3.76018 -3.39146 8.64197
H 6.35769 -1.76959 9.13526
H 4.66385 -1.19300 9.11306
H 5.77144 -0.49537 8.06118
O -4.21700 -1.04721 2.60535
C -3.75821 -0.69450 1.34215
C -3.25524 -1.94184 0.60998
O -1.81558 -2.19331 0.95126
H -3.64886 -0.61754 3.24894
H -4.62241 -0.24716 0.85108
H -3.07062 0.15078 1.31375
H -3.28676 -1.83256 -0.47407
H -3.69497 -2.86061 0.99804
H -1.71282 -2.52607 1.84587
O 0.53557 -1.27599 -0.32327
C 0.45247 -0.27726 -1.31706
C 0.02138 1.01692 -0.57880
O -1.29732 1.08373 -0.07377
H -0.35600 -1.56195 -0.11128
H 1.34608 -0.16291 -1.93064
H -0.22905 -0.74140 -2.02994
H 0.09488 1.85779 -1.26846
H 0.72381 1.07182 0.25287
H -1.31765 0.52666 0.70781
O 0.41401 -1.80506 -5.08889
C -0.05141 -2.24071 -6.38548
C 0.70512 -3.50432 -6.84844
O 0.26264 -4.63368 -6.20685
H -0.15893 -1.08788 -4.80783
H -1.11555 -2.33152 -6.16765
H 0.19882 -1.51835 -7.16244
H 1.75952 -3.32988 -6.63419
H 0.57808 -3.71977 -7.90936
H 0.38294 -4.54305 -5.25874

Forces on atoms 1 to 3 (eV/Å):
0.7 0.3 -0.6
-1.8 -0.6 2.0
0.0 0.6 -0.6

Values from the calculation:
Structure (SMILES): CC1(C)CCCC(C)(C)N1O.COCCNCCOC.COCCNCCOC.COCCNCCOC.COCCNCCOC.COCCNCCOC.COCCNCCOC.OCCO.OCCO.OCCO
Orbital gap in Ha: 0.3121
Energy relative to the best compared isomer or geometry (same formula, charge and spin) in kcal/mol: 67.9
Electronic energy in Ha: -3831.6678
E_LUMO in eV: 0.48

Results of the Mulliken charge analysis, in e, for atoms 1 through 99: atom 1 (C): -2.061, atom 2 (C): 1.284, atom 3 (C): -1.922, atom 4 (C): -0.822, atom 5 (C): -0.732, atom 6 (C): -1.098, atom 7 (C): 1.174, atom 8 (C): -1.574, atom 9 (C): -0.944, atom 10 (N): 1.425, atom 11 (O): -0.578, atom 12 (H): 0.219, atom 13 (H): 0.529, atom 14 (H): 0.461, atom 15 (H): 0.480, atom 16 (H): 0.313, atom 17 (H): 0.306, atom 18 (H): 0.411, atom 19 (H): 0.152, atom 20 (H): 0.314, atom 21 (H): 0.429, atom 22 (H): 0.403, atom 23 (H): 0.402, atom 24 (H): 0.292, atom 25 (H): 0.260, atom 26 (H): 0.476, atom 27 (H): -0.132, atom 28 (H): 0.504, atom 29 (H): -0.283, atom 30 (H): 0.212, atom 31 (C): -0.623, atom 32 (O): -0.404, atom 33 (C): -0.404, atom 34 (C): -0.870, atom 35 (N): -0.120, atom 36 (C): -1.064, atom 37 (C): -0.077, atom 38 (O): -0.503, atom 39 (C): -1.171, atom 40 (H): 0.404, atom 41 (H): 0.046, atom 42 (H): 0.331, atom 43 (H): -0.135, atom 44 (H): 0.727, atom 45 (H): 0.252, atom 46 (H): 0.423, atom 47 (H): 0.202, atom 48 (H): 0.496, atom 49 (H): 0.406, atom 50 (H): -0.309, atom 51 (H): 0.686, atom 52 (H): 0.304, atom 53 (H): 0.360, atom 54 (H): 0.500, atom 55 (C): -0.682, atom 56 (O): -0.359, atom 57 (C): -0.253, atom 58 (C): -0.476, atom 59 (N): -0.226, atom 60 (C): 0.242, atom 61 (C): -0.847, atom 62 (O): -0.106, atom 63 (C): -0.735, atom 64 (H): 0.306, atom 65 (H): 0.298, atom 66 (H): 0.207, atom 67 (H): 0.391, atom 68 (H): -0.081, atom 69 (H): 0.610, atom 70 (H): -0.030, atom 71 (H): 0.296, atom 72 (H): 0.695, atom 73 (H): -0.581, atom 74 (H): 0.184, atom 75 (H): 0.490, atom 76 (H): 0.015, atom 77 (H): 0.258, atom 78 (H): 0.514, atom 79 (C): -0.750, atom 80 (O): -0.297, atom 81 (C): -0.790, atom 82 (C): -0.298, atom 83 (N): -0.230, atom 84 (C): 0.018, atom 85 (C): -0.939, atom 86 (O): 0.058, atom 87 (C): -0.906, atom 88 (H): 0.240, atom 89 (H): 0.305, atom 90 (H): 0.305, atom 91 (H): 0.442, atom 92 (H): 0.417, atom 93 (H): 0.282, atom 94 (H): 0.131, atom 95 (H): 0.255, atom 96 (H): -0.114, atom 97 (H): 0.300, atom 98 (H): 0.330, atom 99 (H): 0.384